1.
C48H47AuO2Sb3 | ωB97M-V with the def2-TZVPD basis set

Output
Largest force on an atom in Eh/bohr: 0.00298
Gap between HOMO and LUMO (alpha / beta) in eV: 7.32 / 5.77
Net charge: +3
ΔE to the lowest compared entry with this formula, charge and spin in eV: 0.008
2S+1: 3

Atoms and positions in Å:
Au -1.092 0.768 1.331
C 1.497 1.638 4.207
C 0.601 0.902 5.202
C -0.878 1.302 5.166
Sb -2.033 0.292 3.691
C -1.756 -1.746 4.072
C -0.864 -2.496 3.311
C -0.647 -3.828 3.630
C -1.321 -4.404 4.699
C -2.216 -3.656 5.451
C -2.440 -2.322 5.141
C -4.033 0.780 4.022
C -5.018 -0.141 3.671
C -6.345 0.164 3.927
C -6.678 1.377 4.517
C -5.692 2.294 4.855
C -4.359 2.003 4.605
Sb 1.449 0.986 2.184
C 2.278 -0.933 2.113
C 2.187 -1.658 0.926
C 2.707 -2.942 0.868
C 3.306 -3.500 1.992
C 3.390 -2.777 3.173
C 2.874 -1.490 3.240
C 2.740 2.267 1.141
C 2.405 3.609 0.972
C 3.335 4.472 0.414
C 4.583 3.996 0.030
C 4.905 2.655 0.189
C 3.981 1.778 0.742
H 2.549 1.548 4.488
H 1.273 2.706 4.177
H 0.977 1.142 6.200
H 0.707 -0.184 5.107
H -1.009 2.377 5.040
H -1.361 1.022 6.104
H -0.343 -2.057 2.466
H 0.045 -4.418 3.043
H -1.151 -5.444 4.946
H -2.742 -4.109 6.280
H -3.142 -1.746 5.733
H -4.759 -1.093 3.221
H -7.120 -0.547 3.672
H -7.716 1.609 4.716
H -5.959 3.234 5.318
H -3.596 2.722 4.878
H 1.730 -1.224 0.042
H 2.653 -3.502 -0.055
H 3.715 -4.501 1.944
H 3.865 -3.211 4.043
H 2.951 -0.937 4.169
H 1.436 3.989 1.274
H 3.092 5.519 0.293
H 5.312 4.677 -0.388
H 5.881 2.291 -0.104
H 4.242 0.734 0.878
O 0.091 0.703 -1.474
O -1.100 0.807 -0.946
C 2.743 2.199 -2.773
C 2.333 2.098 -4.214
C 3.056 2.770 -5.197
C 2.733 2.664 -6.541
C 1.662 1.884 -6.954
C 0.911 1.212 -6.004
C 1.260 1.328 -4.655
Sb 0.037 0.106 -3.499
C 0.887 -1.765 -3.242
C 2.095 -1.955 -3.922
C 2.730 -3.182 -3.853
C 2.154 -4.203 -3.107
C 0.965 -3.996 -2.424
C 0.299 -2.774 -2.469
C -0.984 -2.614 -1.703
C -1.948 0.165 -4.052
C -2.526 -1.051 -4.425
C -3.815 -1.052 -4.929
C -4.497 0.150 -5.052
C -3.905 1.352 -4.683
C -2.611 1.395 -4.181
C -1.968 2.696 -3.795
H 3.229 3.153 -2.581
H 3.459 1.413 -2.516
H 1.896 2.125 -2.088
H 3.891 3.391 -4.896
H 3.319 3.202 -7.275
H 1.404 1.808 -8.001
H 0.056 0.624 -6.324
H 2.526 -1.158 -4.516
H 3.657 -3.344 -4.386
H 2.638 -5.170 -3.058
H 0.531 -4.807 -1.851
H -0.807 -2.751 -0.632
H -1.714 -3.366 -2.005
H -1.454 -1.639 -1.837
H -1.979 -1.983 -4.340
H -4.278 -1.981 -5.232
H -5.504 0.156 -5.449
H -4.456 2.276 -4.799
H -2.617 3.536 -4.034
H -1.028 2.856 -4.331
H -1.767 2.733 -2.722

---

2.
C48H47F7O6 | ωB97M-V with the def2-TZVPD basis set

Output
Largest force on an atom in Eh/bohr: 0.03219
Gap between HOMO and LUMO in eV: 9.58
ΔE to the lowest compared entry with this formula, charge and spin in eV: 0.000

Atoms and positions in Å:
C -4.389 3.079 -3.792
O -4.444 1.666 -3.668
C -3.728 1.111 -2.706
O -2.803 1.624 -2.113
O -4.100 -0.134 -2.513
C -3.348 -0.875 -1.563
H -3.677 3.335 -4.579
H -4.154 3.622 -2.879
H -5.375 3.415 -4.114
H -3.734 -1.888 -1.627
H -3.607 -0.486 -0.571
H -2.269 -0.764 -1.640
C 1.382 -5.988 2.742
O 0.053 -6.440 2.645
C -0.729 -6.376 3.707
O -0.427 -5.899 4.767
O -1.887 -6.930 3.422
C -3.032 -6.602 4.213
H 1.387 -4.907 2.922
H 1.926 -6.153 1.819
H 1.894 -6.437 3.594
H -2.878 -5.816 4.941
H -3.314 -7.572 4.631
H -3.848 -6.411 3.516
F 1.993 -3.564 -3.971
C 1.144 -2.554 -4.279
C 0.782 -1.707 -3.254
C 0.095 -0.547 -3.558
C -0.348 -0.372 -4.876
C 0.007 -1.261 -5.883
C 0.723 -2.419 -5.592
H 1.162 -1.991 -2.281
H -0.063 0.187 -2.781
H -0.962 0.503 -5.047
H -0.353 -1.181 -6.901
H 0.885 -3.151 -6.368
F -5.341 -1.292 4.084
C -5.222 -2.095 3.016
C -4.007 -2.680 2.731
C -3.896 -3.432 1.569
C -5.058 -3.756 0.870
C -6.245 -3.053 1.078
C -6.330 -2.213 2.188
H -3.152 -2.599 3.390
H -2.979 -3.866 1.197
H -5.043 -4.447 0.035
H -7.164 -3.314 0.573
H -7.245 -1.712 2.472
F 3.290 2.291 3.737
C 1.969 2.282 4.015
C 1.587 2.297 5.349
C 0.267 2.021 5.659
C -0.638 1.798 4.606
C -0.269 1.986 3.285
C 1.060 2.200 2.986
H 2.222 2.423 6.217
H -0.025 1.914 6.693
H -1.682 1.690 4.879
H -1.044 1.914 2.535
H 1.520 2.294 2.009
F -3.998 3.552 3.126
C -3.167 4.108 2.231
C -2.665 5.371 2.522
C -1.859 6.000 1.591
C -1.384 5.255 0.518
C -1.793 3.963 0.277
C -2.749 3.387 1.124
H -3.071 5.835 3.412
H -1.555 7.034 1.670
H -0.652 5.770 -0.095
H -1.468 3.514 -0.652
H -3.152 2.411 0.888
F 3.664 -1.689 -2.147
C 4.543 -0.854 -2.737
C 4.270 -0.371 -4.011
C 5.229 0.438 -4.597
C 6.380 0.849 -3.910
C 6.634 0.367 -2.633
C 5.733 -0.564 -2.122
H 3.353 -0.674 -4.499
H 5.109 0.802 -5.610
H 6.983 1.637 -4.344
H 7.489 0.658 -2.044
H 5.999 -0.980 -1.155
F 3.268 4.546 -2.818
C 4.114 3.968 -1.942
C 5.471 3.907 -2.178
C 6.295 3.251 -1.280
C 5.760 2.723 -0.119
C 4.384 2.786 0.095
C 3.540 3.381 -0.835
H 5.758 4.390 -3.107
H 7.353 3.415 -1.449
H 6.388 2.362 0.685
H 3.961 2.260 0.942
H 2.462 3.309 -0.780
F -0.775 -2.589 1.485
C -0.086 -1.503 1.063
C -0.775 -0.389 0.645
C -0.100 0.577 -0.078
C 1.275 0.452 -0.295
C 1.953 -0.652 0.180
C 1.274 -1.647 0.868
H -1.834 -0.423 0.879
H -0.625 1.470 -0.397
H 1.704 1.170 -0.984
H 3.016 -0.778 0.030
H 1.807 -2.571 1.051

---

3.
C48H48O16 | ωB97M-V with the def2-TZVPD basis set

Output
Largest force on an atom in Eh/bohr: 0.18507
Gap between HOMO and LUMO in eV: 8.02
ΔE to the lowest compared entry with this formula, charge and spin in eV: 10.000

Atoms and positions in Å:
O -5.046 0.028 4.591
C -3.762 -0.429 4.483
C -2.696 0.380 4.188
C -1.441 -0.198 3.837
C -1.233 -1.636 4.029
O -0.061 -2.250 3.746
C -2.329 -2.420 4.308
C -3.564 -1.917 4.447
H -5.354 -0.239 5.406
H -2.878 1.439 4.155
H -0.610 0.193 3.620
H 0.685 -1.657 3.548
H -2.052 -3.419 4.385
H -4.452 -2.497 4.809
O 1.639 0.644 -3.566
C 1.750 1.619 -4.516
C 1.160 2.900 -4.284
C 1.567 3.936 -5.110
C 2.378 3.719 -6.299
O 2.588 4.741 -7.240
C 2.799 2.435 -6.561
C 2.592 1.404 -5.721
H 1.391 0.794 -2.757
H 0.618 3.248 -3.330
H 1.369 4.991 -5.005
H 3.540 4.786 -7.709
H 3.494 2.270 -7.324
H 2.947 0.336 -5.429
O -2.631 6.753 -2.698
C -1.614 6.617 -1.784
C -1.477 7.460 -0.660
C -0.343 7.232 0.119
C 0.498 6.243 -0.227
O 1.669 6.113 0.489
C 0.323 5.294 -1.236
C -0.860 5.523 -2.019
H -3.282 7.406 -2.468
H -2.062 8.268 -0.542
H -0.053 7.813 0.976
H 2.099 6.762 0.966
H 0.962 4.388 -1.415
H -0.953 4.664 -2.740
O -1.701 4.174 1.341
C -2.695 3.344 0.973
C -2.637 1.987 1.288
C -3.606 1.013 0.907
C -4.589 1.419 -0.045
O -5.374 0.527 -0.711
C -4.663 2.806 -0.442
C -3.772 3.727 0.148
H -1.674 4.778 0.675
H -1.577 1.600 1.599
H -3.242 0.069 0.973
H -5.908 0.946 -1.380
H -5.388 3.198 -1.024
H -3.946 4.836 -0.108
O -0.433 1.933 -1.604
C 0.168 1.077 -0.772
C -0.370 -0.181 -0.333
C 0.319 -1.144 0.400
C 1.608 -0.835 0.799
O 2.297 -1.706 1.493
C 2.248 0.324 0.434
C 1.570 1.291 -0.435
H -1.332 1.952 -1.511
H -1.455 -0.272 -0.396
H -0.060 -2.220 0.748
H 3.132 -1.497 1.771
H 3.139 0.600 0.650
H 2.023 2.264 -0.767
O 0.773 -4.894 1.237
C 0.210 -5.957 1.949
C 0.509 -7.283 1.739
C -0.207 -8.331 2.198
C -1.345 -8.018 2.961
O -2.049 -9.031 3.606
C -1.651 -6.746 3.287
C -0.867 -5.614 2.714
H 0.031 -4.517 0.786
H 1.555 -7.530 1.065
H 0.169 -9.362 2.114
H -2.393 -8.751 4.364
H -2.519 -6.447 3.988
H -1.092 -4.552 2.840
O -2.721 -4.014 -0.178
C -2.716 -3.087 -1.264
C -3.912 -2.478 -1.616
C -3.997 -1.672 -2.741
C -2.804 -1.449 -3.389
O -2.836 -0.510 -4.343
C -1.529 -1.918 -3.051
C -1.528 -2.847 -1.925
H -3.561 -4.235 0.190
H -4.799 -2.534 -1.043
H -5.037 -1.226 -3.127
H -2.037 -0.026 -4.669
H -0.666 -1.591 -3.546
H -0.552 -3.176 -1.500
O 4.558 -0.579 2.353
C 5.736 -1.137 1.962
C 6.941 -0.638 2.399
C 8.165 -1.161 1.976
C 8.112 -2.226 0.967
O 9.312 -2.820 0.646
C 6.879 -2.586 0.460
C 5.641 -2.082 0.930
H 4.818 0.270 2.972
H 7.096 0.261 2.898
H 9.156 -1.081 2.332
H 10.134 -2.587 1.206
H 6.958 -3.226 -0.352
H 4.670 -2.359 0.475

---

4.
C48H49F8N2O2P | ωB97M-V with the def2-TZVPD basis set

Output
Largest force on an atom in Eh/bohr: 0.03621
Gap between HOMO and LUMO in eV: 8.79
ΔE to the lowest compared entry with this formula, charge and spin in eV: 0.266

Atoms and positions in Å:
C 5.753 2.089 -0.966
C 5.060 3.365 -1.470
C 3.865 3.719 -0.602
F 4.280 4.571 0.419
O 2.878 4.440 -1.298
C 1.874 3.713 -1.910
O 1.707 3.858 -3.088
N 1.016 2.929 -1.112
N 0.825 3.451 0.211
P 1.224 1.145 -1.170
C 2.253 0.610 0.282
C 2.184 0.786 -2.673
H 6.801 2.063 -1.253
H 5.231 1.194 -1.308
H 5.723 2.070 0.129
H 5.770 4.190 -1.373
H 4.762 3.282 -2.515
H 3.450 2.847 -0.102
H 1.689 3.759 0.641
H 0.391 2.744 0.790
H 2.584 1.400 0.954
H 1.659 -0.126 0.818
H 3.158 0.106 -0.073
H 3.072 1.407 -2.842
H 1.510 0.959 -3.513
H 2.497 -0.257 -2.638
F -0.824 1.763 -3.461
C -1.637 2.213 -4.441
C -2.664 1.393 -4.867
C -3.506 1.847 -5.872
C -3.308 3.100 -6.436
C -2.266 3.902 -5.990
C -1.419 3.464 -4.982
H -2.797 0.420 -4.413
H -4.319 1.221 -6.213
H -3.965 3.450 -7.220
H -2.108 4.878 -6.430
H -0.603 4.070 -4.616
F 2.441 -2.448 -3.399
C 2.037 -2.312 -4.684
C 2.920 -2.636 -5.694
C 2.498 -2.499 -7.009
C 1.220 -2.036 -7.291
C 0.356 -1.711 -6.254
C 0.761 -1.852 -4.935
H 3.914 -2.985 -5.450
H 3.173 -2.753 -7.815
H 0.899 -1.926 -8.318
H -0.638 -1.343 -6.471
H 0.104 -1.608 -4.110
F 2.155 -1.338 2.952
C 1.682 -2.597 2.815
C 1.295 -3.288 3.945
C 0.804 -4.577 3.798
C 0.713 -5.154 2.539
C 1.113 -4.438 1.419
C 1.600 -3.145 1.550
H 1.379 -2.819 4.917
H 0.490 -5.132 4.672
H 0.332 -6.159 2.428
H 1.045 -4.888 0.437
H 1.912 -2.570 0.689
F -2.584 7.613 -0.277
C -1.252 7.738 -0.097
C -0.779 8.796 0.653
C 0.590 8.919 0.839
C 1.459 7.994 0.273
C 0.958 6.941 -0.480
C -0.410 6.804 -0.667
H -1.475 9.506 1.079
H 0.978 9.739 1.428
H 2.527 8.094 0.420
H 1.636 6.220 -0.919
H -0.824 5.984 -1.240
F -1.026 -7.202 0.654
C -2.310 -6.844 0.883
C -3.279 -7.827 0.886
C -4.597 -7.461 1.117
C -4.926 -6.128 1.332
C -3.931 -5.160 1.318
C -2.607 -5.514 1.099
H -3.001 -8.857 0.709
H -5.369 -8.217 1.131
H -5.955 -5.844 1.508
H -4.184 -4.121 1.479
H -1.819 -4.773 1.093
F -7.493 -8.272 2.474
C -7.782 -7.629 3.627
C -9.081 -7.661 4.091
C -9.379 -7.002 5.275
C -8.386 -6.324 5.968
C -7.088 -6.307 5.477
C -6.774 -6.966 4.296
H -9.840 -8.191 3.532
H -10.391 -7.020 5.657
H -8.624 -5.810 6.890
H -6.312 -5.776 6.013
H -5.767 -6.966 3.903
F 4.889 3.573 7.487
C 4.655 3.775 6.174
C 5.711 3.689 5.289
C 5.463 3.895 3.939
C 4.180 4.187 3.495
C 3.138 4.270 4.410
C 3.369 4.060 5.762
H 6.703 3.466 5.656
H 6.278 3.827 3.230
H 3.997 4.347 2.445
H 2.136 4.502 4.071
H 2.572 4.115 6.490

---

> What is the largest force on an atom in the third record?

0.18507 Eh/bohr